Entry 1:
Computed, not measured: a structure of composition C28H44FN5O7Y, with the ωB97M-V functional and the def2-TZVPD basis.

XYZ file:
```
86
Properties=species:S:1:pos:R:3:forces:R:3
Y -3.040 0.595 -0.407 -0.498 -0.314 0.892
C -1.827 1.408 2.704 0.129 -0.116 0.044
O -2.945 1.444 1.807 -0.104 0.118 -0.043
C -3.981 2.313 2.287 -0.214 0.041 -0.046
C -4.899 2.718 1.142 0.075 0.082 0.211
O -5.033 1.595 0.252 -0.088 -0.017 0.060
C -5.906 1.854 -0.862 -0.189 -0.103 -0.172
C -6.035 0.564 -1.640 -0.154 0.274 0.148
O -4.722 0.181 -2.067 -0.073 0.061 0.147
C -4.738 -0.896 -3.014 0.094 -0.042 -0.106
H -2.169 1.194 3.718 -0.023 -0.013 -0.041
H -1.304 2.367 2.689 -0.042 -0.010 -0.041
H -1.168 0.613 2.362 0.003 0.034 0.026
H -3.538 3.219 2.708 0.003 -0.038 0.010
H -4.525 1.787 3.076 -0.004 0.007 -0.057
H -4.501 3.563 0.577 0.026 -0.058 0.052
H -5.881 2.970 1.549 0.031 0.044 -0.068
H -5.471 2.649 -1.478 -0.045 -0.045 0.011
H -6.883 2.175 -0.494 0.032 -0.038 -0.019
H -6.673 0.733 -2.511 0.040 -0.027 0.010
H -6.469 -0.230 -1.023 0.008 0.037 -0.024
H -5.477 -0.693 -3.789 0.044 0.018 0.013
H -4.974 -1.842 -2.521 -0.014 0.051 0.029
H -3.750 -0.935 -3.468 -0.019 -0.024 -0.001
F 3.511 -2.445 0.460 0.148 0.040 0.036
C 3.220 -1.165 0.168 -0.228 0.003 -0.067
C 1.908 -0.802 0.112 0.264 0.030 0.011
C 1.556 0.495 -0.289 0.091 0.039 0.114
C 0.170 0.860 -0.412 0.186 0.049 -0.154
O -0.785 0.074 -0.086 0.103 0.297 0.049
C -0.065 2.155 -0.941 -0.374 0.184 -0.096
C 0.950 3.030 -1.183 0.085 -0.251 0.085
N 2.241 2.699 -0.997 -0.171 0.181 -0.059
C 3.267 3.672 -1.325 0.144 0.147 -0.049
C 4.131 4.218 -0.225 -0.051 0.003 -0.007
C 3.090 5.087 -0.861 0.027 -0.072 -0.009
C 2.578 1.418 -0.607 -0.180 -0.371 0.094
C 3.920 1.018 -0.515 0.075 -0.007 0.061
C 4.274 -0.266 -0.133 -0.329 0.025 -0.123
N 5.612 -0.646 -0.085 0.241 0.043 0.176
C 6.496 -0.395 -1.206 0.039 -0.029 -0.062
C 7.880 0.016 -0.724 -0.187 0.146 -0.213
N 8.414 -1.057 0.176 0.165 -0.036 0.030
C 7.479 -1.329 1.316 -0.250 -0.107 0.168
C 6.102 -1.703 0.781 0.058 -0.026 0.020
C -1.526 2.399 -1.188 0.349 0.279 -0.103
O -2.234 3.070 -0.424 0.187 -0.153 0.053
O -2.048 1.570 -2.017 0.357 0.325 -0.952
H 1.135 -1.524 0.331 0.001 -0.021 0.004
H 0.762 4.030 -1.546 0.042 0.034 -0.017
H 3.707 3.504 -2.301 0.006 0.021 0.029
H 5.171 4.408 -0.448 0.021 -0.003 -0.011
H 3.931 3.869 0.779 -0.005 0.000 0.008
H 3.404 5.870 -1.534 0.003 0.001 -0.023
H 2.220 5.325 -0.264 -0.012 -0.004 0.013
H 4.697 1.739 -0.722 -0.010 -0.035 0.008
H 6.090 0.385 -1.848 0.075 -0.005 0.041
H 6.591 -1.301 -1.827 -0.025 0.024 -0.014
H 7.841 0.932 -0.135 0.019 -0.025 0.008
H 8.571 0.144 -1.556 0.018 -0.027 0.032
H 9.332 -0.788 0.538 0.002 -0.024 -0.033
H 8.554 -1.917 -0.363 0.017 0.017 0.008
H 7.432 -0.419 1.912 0.035 -0.004 -0.029
H 7.897 -2.136 1.918 0.037 0.023 -0.041
H 5.451 -1.836 1.641 -0.024 0.019 -0.023
H 6.154 -2.668 0.259 -0.004 0.006 0.012
C -2.076 -2.876 -1.582 0.028 0.071 -0.119
N -2.790 -3.406 -0.433 -0.055 0.088 -0.018
C -3.075 -4.837 -0.517 -0.007 -0.118 -0.010
C -3.300 -2.613 0.526 0.052 -0.211 0.203
O -3.513 -1.373 0.306 0.075 -0.493 -0.121
N -3.600 -3.122 1.728 -0.105 0.125 -0.092
C -4.462 -2.373 2.633 -0.088 0.093 0.005
C -2.928 -4.266 2.332 0.088 -0.078 0.040
H -1.066 -3.290 -1.604 -0.018 0.048 -0.032
H -1.998 -1.788 -1.557 0.059 -0.203 0.107
H -2.582 -3.167 -2.504 0.004 0.017 0.020
H -3.397 -5.064 -1.534 0.003 0.027 0.005
H -3.883 -5.103 0.157 0.018 -0.013 -0.018
H -2.195 -5.442 -0.296 -0.027 -0.005 0.007
H -5.078 -1.680 2.069 -0.016 -0.018 0.045
H -3.875 -1.820 3.369 0.021 -0.005 -0.018
H -5.107 -3.074 3.162 0.014 0.006 -0.016
H -2.036 -4.528 1.770 -0.020 0.003 0.029
H -3.583 -5.134 2.406 0.008 0.018 -0.014
H -2.626 -3.981 3.340 0.007 -0.005 -0.014
```
Positions in Å, forces in eV/Å.

relative energy (zero: lowest compared OMol25 entry of this formula, charge and spin)	0.00	kcal per mole
charge	+3

Atomic charges from the Mulliken analysis, expressed in e, are listed below: 1.51 -0.91 0.29 -0.76 -0.78 -0.31 -0.75 -0.50 -0.36 -0.85 0.40 0.34 0.09 0.40 0.48 0.39 0.50 0.36 0.42 0.49 0.33 0.39 0.29 0.27 -0.34 0.38 -0.77 1.09 1.38 -0.74 -0.05 -0.34 0.15 -0.32 -0.43 -0.99 -0.17 -0.92 -0.95 0.23 -0.69 -0.70 -0.12 -0.95 -0.67 0.50 -0.57 -0.58 0.63 0.74 0.45 0.33 0.24 0.27 0.36 0.84 0.46 0.24 0.40 0.40 0.36 0.40 0.36 0.44 0.49 0.42 -0.79 0.30 -1.25 0.57 -0.69 0.09 -1.03 -1.18 0.35 0.01 0.35 0.41 0.40 0.35 0.26 0.31 0.45 0.38 0.33 0.40



Entry 2:
Computed, not measured: a cluster of 3 separate species, C28H44N3O12PS2 in total, with the ωB97M-V functional and the def2-TZVPD basis.

XYZ file:
```
90
Properties=species:S:1:pos:R:3:forces:R:3
C -5.829 -5.507 -0.820 -0.519 0.126 0.274
C -5.855 -5.979 0.712 0.483 1.885 -0.182
O -5.313 -7.311 0.943 1.642 0.617 -1.465
C -4.039 -7.479 0.332 0.885 -2.309 -2.472
O -3.783 -8.501 -0.363 -1.392 3.713 3.229
C -2.887 -6.381 0.442 0.885 -0.208 -0.123
C -1.873 -6.634 1.697 -1.182 0.049 -0.372
C -0.490 -5.940 1.287 -1.108 -1.857 -0.511
N 0.344 -5.460 2.438 1.322 1.641 -1.187
C 1.288 -4.556 1.711 2.019 1.575 -1.065
O 2.344 -4.827 1.106 -3.888 0.211 2.095
C 0.713 -3.077 1.813 -2.239 1.963 1.885
C 1.000 -1.788 1.012 -1.904 -0.303 2.230
C 2.037 -1.880 -0.194 0.293 0.240 1.344
C 2.476 -0.473 -0.825 0.012 -0.580 -0.985
C 2.657 -0.723 -2.426 1.089 0.390 1.470
S 1.076 -1.143 -3.298 -0.305 1.218 -0.109
C -0.058 0.302 -3.373 -0.340 0.063 -0.328
S -1.247 0.316 -4.568 1.668 -0.257 1.854
N 0.143 1.382 -2.380 -0.863 -0.776 -1.736
C -1.086 1.664 -1.579 -0.521 0.171 1.192
C -1.940 0.365 -1.173 -0.424 0.983 0.777
C 0.623 2.589 -3.131 1.406 1.413 0.620
C 2.041 3.017 -2.478 -0.452 -0.510 -0.497
C 0.211 -0.514 1.436 -0.626 -3.246 2.210
C -0.792 -0.554 2.647 1.450 -2.745 -0.977
C -1.075 -1.872 3.457 1.703 0.072 -3.889
P -2.257 -1.974 4.917 2.082 0.246 4.123
N -1.349 -1.897 6.248 -0.873 -0.180 -2.710
O -3.301 -0.606 4.992 0.998 -2.436 -2.035
O -3.118 -3.443 5.024 0.093 3.351 -1.920
C -0.307 -3.128 2.984 1.073 2.155 -1.700
C -0.312 -4.642 3.472 -1.590 -0.987 1.847
O -0.760 -5.183 4.505 1.521 2.509 -3.859
H -4.778 -5.226 -1.196 -1.632 -0.751 0.539
H -6.330 -6.310 -1.467 0.936 1.163 0.789
H -6.462 -4.549 -0.904 0.895 -1.449 0.186
H -5.218 -5.220 1.311 -1.111 -1.123 -0.738
H -6.924 -5.913 1.100 1.556 -0.589 -0.428
H -2.223 -6.505 -0.497 -1.411 -0.040 1.313
H -3.247 -5.298 0.421 0.365 -1.533 0.306
H -2.384 -6.193 2.615 1.031 -0.435 -1.046
H -1.790 -7.769 1.887 0.156 1.866 -0.387
H 0.123 -6.744 0.728 -0.835 1.441 0.905
H -0.715 -5.108 0.536 0.242 -0.786 1.058
H 1.633 -2.641 -0.946 0.428 1.250 0.876
H 2.998 -2.356 0.240 -1.646 0.564 -0.639
H 1.748 0.384 -0.652 0.925 -1.284 -0.318
H 3.492 -0.187 -0.393 -1.381 -0.283 -0.583
H 3.326 -1.664 -2.503 -1.303 1.319 -0.228
H 3.252 0.120 -2.928 -1.163 -1.176 0.648
H -1.752 2.459 -2.079 0.829 -1.326 0.525
H -0.734 2.144 -0.588 -0.318 -0.590 -1.569
H -2.305 0.548 -0.089 0.528 -0.372 -1.683
H -1.343 -0.607 -1.148 -0.822 1.351 -0.325
H -2.879 0.328 -1.816 1.443 -0.397 0.704
H 0.718 2.378 -4.250 -0.099 0.314 1.633
H -0.078 3.488 -2.988 0.748 -1.450 -0.292
H 2.803 2.191 -2.675 -0.947 1.175 0.234
H 2.413 3.989 -2.947 -0.488 -1.229 0.835
H 1.920 3.087 -1.341 0.204 0.178 -1.639
H 0.340 0.465 0.878 -0.160 -1.508 0.865
H -1.339 0.416 2.941 0.998 -1.755 -0.520
H -0.371 -1.847 5.912 -0.663 -0.021 0.504
H -3.547 -0.310 4.084 -0.017 -0.264 0.819
H -3.841 -3.406 4.353 0.339 -0.368 0.643
C 0.361 8.350 -5.163 -0.052 0.319 -0.363
O 0.507 7.246 -4.271 0.046 -0.063 0.465
C 0.566 7.590 -2.974 -0.023 -0.009 -0.092
O 0.508 8.712 -2.534 0.037 -0.468 -0.157
O 0.702 6.465 -2.251 -0.018 0.182 -0.317
C 0.779 6.679 -0.842 0.016 -0.021 0.475
H 0.325 7.955 -6.179 0.031 -0.211 0.236
H -0.571 8.884 -4.966 0.186 0.028 0.093
H 1.217 9.024 -5.085 -0.174 0.001 0.117
H -0.137 7.146 -0.473 0.172 0.111 -0.083
H 1.651 7.286 -0.592 -0.188 0.071 -0.045
H 0.887 5.706 -0.361 0.012 -0.017 -0.323
C 4.742 3.448 3.075 0.129 -0.139 0.450
O 4.221 3.685 1.768 0.054 0.286 -0.343
C 4.787 4.722 1.128 -0.010 -0.038 0.014
O 5.661 5.430 1.562 -0.366 -0.289 -0.186
O 4.208 4.832 -0.079 0.024 -0.151 0.357
C 4.714 5.901 -0.877 0.115 0.324 -0.312
H 4.214 2.592 3.495 -0.082 0.089 -0.287
H 5.807 3.208 3.028 -0.088 0.190 0.011
H 4.570 4.312 3.721 0.162 -0.034 -0.129
H 5.777 5.759 -1.082 -0.087 0.101 0.167
H 4.540 6.863 -0.388 0.176 -0.119 0.034
H 4.176 5.896 -1.826 -0.098 -0.236 0.200
```
Positions in Å, forces in eV/Å.

SMILES	CCOC(=O)CCCN1C(=O)c2c(CCCSC(=S)N(CC)CC)ccc(P(=N)(O)O)c2C1=O.COC(=O)OC.COC(=O)OC

Atomic charges from the Mulliken analysis, expressed in e, are listed below: -0.88 -0.20 -0.33 0.31 -0.54 -0.46 -0.28 -0.76 0.03 0.20 -0.55 0.12 0.68 -0.54 0.09 -0.91 -0.15 -0.15 -0.11 0.54 -0.60 -0.89 -0.77 -0.53 -0.46 -0.80 0.07 1.25 -0.80 -0.52 -0.45 0.00 -0.04 -0.51 0.26 0.26 0.36 0.11 0.34 0.32 0.36 0.21 0.37 0.24 0.34 0.38 0.37 -0.11 0.35 0.41 0.39 0.34 0.28 0.21 0.24 0.36 0.38 0.25 0.07 0.30 0.12 0.23 0.34 0.26 0.30 0.29 -0.66 -0.28 0.66 -0.55 -0.08 -0.67 0.22 0.29 0.29 0.34 0.29 0.14 -0.67 -0.21 0.65 -0.55 -0.14 -0.71 0.21 0.30 0.29 0.34 0.33 0.15



Entry 3:
Computed, not measured: the molecule C28H44N4O2, with the ωB97M-V functional and the def2-TZVPD basis.

XYZ file:
```
78
Properties=species:S:1:pos:R:3:forces:R:3
C -4.562 -2.728 -3.312 0.119 -0.078 -0.188
O -5.262 -2.237 -2.196 -0.124 0.162 0.286
C -4.794 -1.118 -1.577 -0.057 0.129 0.132
C -5.512 -0.696 -0.457 0.007 -0.199 -0.183
C -5.114 0.421 0.247 0.048 -0.049 -0.115
C -3.995 1.152 -0.141 0.015 0.176 -0.029
C -3.549 2.353 0.644 0.221 -0.117 0.141
C -2.327 2.068 1.541 -0.511 0.221 0.020
C -2.453 0.742 2.325 -0.090 0.074 0.364
N -1.535 -0.109 1.619 -0.002 0.146 -0.199
C -0.607 0.671 0.968 0.138 -0.573 0.022
N 0.514 0.114 0.693 0.103 0.430 -0.082
C 0.462 -1.220 1.265 -0.065 -0.161 0.055
C -0.854 -1.295 2.096 0.166 -0.387 0.088
C -1.648 -2.592 1.880 -0.112 0.124 0.082
C -2.291 -2.631 0.497 0.215 -0.050 0.229
C -2.716 -2.765 2.958 0.280 -0.089 -0.125
N -1.103 1.914 0.751 -0.111 -0.024 0.063
C -0.327 3.112 0.496 0.407 0.256 -0.131
C 0.708 3.011 -0.636 -0.074 0.142 -0.054
C 0.129 2.382 -1.902 0.120 0.190 0.182
N 1.864 2.277 -0.188 -0.192 0.008 0.047
C 3.128 2.673 -0.417 0.176 -0.225 0.367
O 3.420 3.736 -0.933 0.199 0.400 -0.300
C 4.161 1.664 0.066 0.033 0.073 -0.298
C 4.086 0.364 -0.739 0.122 -0.112 0.409
C 4.976 -0.748 -0.174 -0.097 0.112 -0.568
C 6.464 -0.456 -0.370 -0.063 -0.074 0.442
C 7.323 -1.585 0.192 0.103 0.022 -0.315
C 6.967 -2.913 -0.469 -0.045 -0.042 0.338
C 5.485 -3.217 -0.273 0.047 -0.018 -0.345
C 4.630 -2.085 -0.834 0.023 -0.047 0.430
C -3.295 0.733 -1.261 -0.126 0.034 0.115
C -3.680 -0.388 -1.976 -0.097 -0.298 -0.226
H -3.531 -2.992 -3.055 -0.024 0.022 -0.017
H -5.096 -3.624 -3.624 0.074 0.056 -0.018
H -4.558 -2.006 -4.135 0.018 -0.022 0.037
H -6.378 -1.265 -0.158 -0.114 -0.072 0.034
H -5.690 0.735 1.107 -0.052 0.042 0.085
H -4.364 2.698 1.282 -0.025 0.075 -0.026
H -3.284 3.164 -0.038 -0.048 0.103 0.049
H -2.208 2.917 2.229 0.038 -0.137 -0.057
H -3.471 0.349 2.289 0.034 0.091 0.062
H -2.160 0.863 3.380 -0.030 -0.002 -0.086
H 1.352 -1.385 1.877 -0.102 -0.137 0.002
H 0.466 -1.962 0.460 -0.022 -0.093 0.083
H -0.628 -1.195 3.172 -0.032 0.035 -0.090
H -0.933 -3.419 1.969 0.009 0.034 0.015
H -2.785 -3.587 0.340 -0.063 -0.111 -0.054
H -3.029 -1.839 0.407 -0.078 0.075 -0.046
H -1.549 -2.493 -0.285 0.037 0.034 -0.188
H -2.273 -2.738 3.952 -0.009 0.005 0.140
H -3.221 -3.721 2.835 -0.124 -0.072 0.031
H -3.460 -1.976 2.888 -0.157 0.109 0.009
H 0.200 3.428 1.409 -0.099 0.022 -0.100
H -1.046 3.893 0.231 0.032 -0.042 0.028
H 1.053 4.028 -0.859 -0.112 -0.163 0.102
H -0.122 1.342 -1.711 -0.064 -0.122 -0.056
H -0.757 2.922 -2.227 -0.173 0.027 -0.100
H 0.871 2.421 -2.695 0.050 0.002 -0.076
H 1.648 1.344 0.177 0.215 0.023 -0.054
H 5.145 2.122 -0.031 -0.070 0.052 0.055
H 3.972 1.451 1.120 0.023 -0.015 0.065
H 3.054 0.008 -0.740 -0.036 -0.024 -0.083
H 4.370 0.566 -1.775 -0.038 -0.027 -0.104
H 4.777 -0.836 0.901 -0.010 -0.007 0.066
H 6.729 0.480 0.123 0.028 0.090 -0.070
H 6.668 -0.342 -1.438 -0.005 0.067 -0.105
H 8.380 -1.361 0.031 0.024 0.006 0.092
H 7.159 -1.663 1.269 0.041 0.006 0.077
H 7.573 -3.717 -0.046 0.044 -0.025 -0.078
H 7.185 -2.856 -1.538 0.050 -0.033 -0.075
H 5.228 -4.157 -0.766 -0.028 -0.044 0.078
H 5.278 -3.331 0.794 -0.030 -0.056 0.066
H 3.572 -2.308 -0.676 -0.069 0.030 -0.080
H 4.796 -2.006 -1.911 -0.038 0.027 -0.118
H -2.431 1.290 -1.584 0.121 0.077 -0.058
H -3.105 -0.678 -2.841 0.038 -0.061 -0.094
```
Positions in Å, forces in eV/Å.

SMILES	COc1ccc(C[C@H]2CN3C(=NC[C@@H]3C(C)C)N2C[C@H](C)NC(=O)CCC2CCCCC2)cc1

Atomic charges from the Mulliken analysis, expressed in e, are listed below: -0.82 -0.48 0.75 -0.79 -0.34 0.19 -1.52 -0.20 -0.77 0.66 -0.20 -0.72 -1.32 -0.31 0.44 -1.27 -1.66 0.54 -0.88 -0.36 -1.49 0.37 0.54 -0.74 -0.73 -0.86 0.81 -0.91 -0.75 -0.70 -0.70 -0.85 -0.31 -0.48 0.30 0.25 0.33 0.43 0.40 0.48 0.48 0.53 0.19 0.42 0.39 0.39 0.46 0.43 0.58 -0.09 0.35 0.44 0.46 0.21 0.27 0.44 0.46 0.23 0.35 0.53 0.55 0.43 0.33 0.25 0.28 0.23 0.32 0.31 0.37 0.33 0.35 0.31 0.36 0.32 0.26 0.33 0.39 0.45



Number 1: HOMO level -15.61 eV, DFT total energy -55275.5396 eV, lowest unoccupied orbital energy -7.15 eV. Number 2: HOMO level -8.88 eV, DFT total energy -89741.3510 eV, lowest unoccupied orbital energy -1.39 eV. Number 3: HOMO level -8.46 eV, DFT total energy -39807.3137 eV, lowest unoccupied orbital energy 0.59 eV.